No. 1
Molecular formula: C31H52F10I2N5S3
Method: DFT, the ωB97M-V functional and the def2-TZVPD basis

The geometry in ORCA input format:
```
! wB97M-V def2-TZVPD RIJCOSX def2/J DEFGRID3
* xyz 1 1
C 3.36460 -2.23837 0.16103
C 2.50078 -3.28804 -0.51662
N 1.18787 -3.41449 0.13316
C 0.40943 -4.60711 -0.28163
C 0.21256 -4.80005 -1.77960
C 0.41766 -2.23446 0.11943
S 0.15410 -1.28794 -1.19821
S -0.19273 -1.98553 1.71616
C -1.09133 -0.43125 1.61901
C -2.49600 -0.58571 1.03558
C -3.27900 0.74272 0.95349
C -3.78236 1.12266 -0.45716
C -4.60382 2.42090 -0.44311
C -4.01527 3.59945 0.34293
N -4.64609 3.73449 1.65519
C -2.46274 1.22924 -1.33216
C -2.05428 2.56499 -1.98363
C -1.35492 2.43657 -3.34089
C 0.05724 1.85860 -3.21622
C 1.02025 2.85706 -2.54598
C 1.87455 2.17838 -1.50662
F 2.73571 1.33436 -2.12886
F 1.13302 1.41657 -0.65702
C 2.79819 3.06473 -0.61878
F 3.66130 3.69000 -1.42192
F 3.47647 2.27005 0.20248
S 1.98293 4.41965 0.45491
F 0.50759 3.81976 0.22456
F 1.79882 5.31185 -0.85637
F 3.40754 5.04094 0.71614
F 2.09813 3.55522 1.76611
F 1.34388 5.57548 1.29447
N -2.65283 0.16852 -2.33680
C -3.76291 -0.44614 -2.25046
F -4.03748 -1.36373 -3.11405
C -4.68201 0.02213 -1.17854
C -5.33475 -1.08993 -0.32674
I -6.79073 -0.21343 1.00552
C -6.05396 -2.23403 -1.05879
C -6.79993 -1.89023 -2.34772
I -4.67254 -3.87033 -1.29731
H 2.97792 -1.22979 -0.00225
H 4.37604 -2.27773 -0.24482
H 3.41920 -2.41948 1.23642
H 2.97099 -4.26984 -0.41768
H 2.39418 -3.06747 -1.58494
H -0.55302 -4.55860 0.22973
H 0.93230 -5.47345 0.13121
H -0.40408 -5.68769 -1.93383
H 1.15834 -4.95895 -2.29976
H -0.29693 -3.95120 -2.23922
H -1.13193 -0.05975 2.64591
H -0.48498 0.26324 1.02945
H -2.36340 -1.02198 0.04102
H -3.04064 -1.32128 1.63109
H -2.60422 1.55634 1.24132
H -4.08547 0.75854 1.68554
H -4.79448 2.72392 -1.47645
H -5.58569 2.18871 -0.02305
H -4.18731 4.51715 -0.22786
H -2.92609 3.50004 0.43115
H -3.99381 4.00844 2.37776
H -5.09705 2.87889 1.95254
H -1.61547 0.88828 -0.73625
H -2.89723 3.24719 -2.06663
H -1.35166 3.02801 -1.28615
H -1.29779 3.43208 -3.78812
H -1.95680 1.84603 -4.03869
H 0.43742 1.60384 -4.20622
H 0.04355 0.92380 -2.64439
H 0.47370 3.68132 -2.09288
H 1.69796 3.28007 -3.28878
H -1.95729 -0.09990 -3.02702
H -5.49489 0.54416 -1.70177
H -4.59201 -1.52053 0.32914
H -6.76771 -2.65399 -0.35890
H -6.22222 -2.10003 -3.24508
H -7.70675 -2.48997 -2.41233
H -7.11297 -0.84192 -2.35344
C 2.89440 -6.89868 3.40946
C 2.70026 -5.46705 2.92837
C 1.41813 -4.82615 3.47142
C 0.20688 -5.48803 2.98946
N -0.75047 -5.97059 2.57725
H 2.08271 -7.54307 3.06772
H 3.82969 -7.31126 3.03279
H 2.92379 -6.94468 4.49938
H 2.67916 -5.43559 1.83726
H 3.54053 -4.84645 3.24507
H 1.35470 -3.78311 3.16062
H 1.42446 -4.84474 4.56310
C 7.71505 4.78566 0.78514
C 6.64777 3.70159 0.84847
C 6.20390 3.38434 2.28014
C 7.28968 2.83099 3.08955
N 8.13925 2.39120 3.72384
H 8.62532 4.47245 1.29785
H 7.97522 5.01262 -0.24832
H 7.36517 5.70777 1.25342
H 7.01313 2.78756 0.37627
H 5.76440 4.01484 0.29046
H 5.38465 2.66276 2.27877
H 5.83555 4.28756 2.77182
*
```

E_HOMO ... -11.2374 eV
E_tot ... -116315.3177 eV
Lowest unoccupied orbital energy ... -3.5 eV
Gap between HOMO and LUMO ... 7.74 eV

Atomic partial charges in e from the Löwdin method, atoms 1 to 2: atom 1 (C): -0.071, atom 2 (C): -0.262


No. 2
Molecular formula: C31H53F6N2O2PbSb3Se4Si3
Method: DFT, the ωB97M-V functional and the def2-TZVPD basis

The geometry in ORCA input format:
```
! wB97M-V def2-TZVPD RIJCOSX def2/J DEFGRID3
* xyz -1 2
Pb -1.67896 -0.88202 0.64840
C -0.36312 -0.90912 5.41890
C -1.60559 -0.03058 5.63190
C -2.77049 -0.89242 6.11167
C -1.92319 0.75487 4.36358
C -0.99296 1.67664 3.87268
C -1.22597 2.39017 2.70413
C -2.41104 2.21779 1.98973
C -2.70266 3.01989 0.74298
C -3.34772 1.31582 2.48311
C -3.10494 0.58672 3.64528
H -0.10956 -1.44577 6.33989
H 0.50994 -0.32174 5.12019
H -0.55510 -1.65098 4.63916
H -1.37064 0.70010 6.41087
H -2.97729 -1.69449 5.39584
H -3.68578 -0.30883 6.25201
H -2.51583 -1.35677 7.06865
H -0.06442 1.84003 4.41744
H -0.48120 3.09558 2.34243
H -3.21654 3.95440 0.99101
H -3.35166 2.46000 0.06108
H -1.77894 3.28053 0.21960
H -4.28363 1.17632 1.95088
H -3.85236 -0.12370 3.97673
Se -6.24406 -2.43495 3.12680
Sb -4.49085 -2.92497 1.51532
Se -4.31251 -1.09617 -0.19448
Se -2.24304 -2.88325 2.58017
Se -4.98253 -5.00665 0.34697
O -2.32056 -0.32864 -6.88030
C -1.82410 0.78033 -6.13463
C -1.79220 0.43282 -4.67734
C -1.69847 1.43967 -3.72897
C -1.55726 1.08063 -2.40221
N -1.52786 -0.18862 -1.99560
C -1.67156 -1.16303 -2.89508
C -1.79330 -0.88474 -4.25096
C -1.66173 -2.57448 -2.37029
C -1.99649 -3.64244 -3.18349
C -1.95729 -4.93718 -2.68375
C -2.36809 -6.10779 -3.54343
O -1.52173 -7.24211 -3.38130
C -1.52379 -5.12283 -1.38563
C -1.21508 -4.00872 -0.62101
N -1.31591 -2.76105 -1.08685
H -2.39768 -0.06902 -7.80123
H -2.44203 1.66885 -6.28129
H -0.80563 1.02813 -6.44355
H -1.71063 2.48659 -4.01326
H -1.46350 1.83357 -1.62235
H -1.87990 -1.67024 -4.98782
H -2.32221 -3.47517 -4.20255
H -2.41403 -5.79641 -4.58624
H -3.36264 -6.43574 -3.24881
H -0.60583 -6.94987 -3.43559
H -1.45699 -6.11412 -0.95084
H -0.88976 -4.11648 0.41037
C 0.77984 4.22242 -2.30488
Si 1.64935 3.78654 -0.69691
C 0.88111 4.99073 0.51725
C 3.43670 4.30276 -0.93196
Sb 1.38584 1.33461 0.04682
Si 2.69545 0.28938 -1.90662
C 1.97324 0.95715 -3.49720
C 2.41163 -1.53306 -2.00425
C 4.52597 0.59569 -1.98802
Si 3.08475 1.49998 1.96046
C 2.88242 3.17596 2.76562
C 4.85556 1.32587 1.43936
C 2.72465 0.26309 3.28902
H 0.71355 5.31752 -2.36928
H -0.24321 3.82020 -2.34283
H 1.31348 3.86247 -3.19071
H 1.23605 6.00336 0.27863
H 1.13241 4.78388 1.56059
H -0.21227 4.98865 0.43039
H 3.49594 5.24457 -1.49770
H 3.99593 3.53776 -1.48300
H 3.94256 4.44999 0.03082
H 0.91576 0.68078 -3.58067
H 2.51226 0.50363 -4.34277
H 2.04849 2.04553 -3.58710
H 1.37099 -1.79929 -1.78170
H 3.04298 -2.08213 -1.30206
H 2.64842 -1.86873 -3.02437
H 4.76465 1.63556 -2.23792
H 4.94699 -0.05137 -2.77092
H 5.01945 0.34450 -1.04446
H 3.24402 4.00132 2.14484
H 3.44894 3.18040 3.70667
H 1.83017 3.36731 3.00950
H 5.10710 1.95169 0.57640
H 5.05758 0.27610 1.18635
H 5.50857 1.60608 2.27842
H 1.66565 -0.01442 3.32714
H 3.01365 0.67929 4.26360
H 3.29011 -0.65896 3.12577
F 1.16635 -1.55320 1.08817
Sb 1.94466 -3.25811 1.46002
F 3.57730 -2.43989 0.98372
F 2.84467 -4.89275 1.69105
F 2.22278 -2.80790 3.26506
F 0.26449 -3.95916 1.97303
F 1.51189 -3.77417 -0.30227
*
```

E_HOMO (spin up / spin down) ... -5.2341 / -5.1062 eV
E_tot ... -366278.8431 eV
⟨S²⟩ ... 0.778
Lowest unoccupied orbital energy (spin up / spin down) ... 1.6 / -0.3 eV
Gap between HOMO and LUMO (spin up / spin down) ... 6.87 / 4.78 eV

Atomic partial charges in e from the Löwdin method, atoms 1 to 2: atom 1 (Pb): 0.746, atom 2 (C): -0.061


No. 3
Molecular formula: C31H53N4O3PPdS
Method: DFT, the ωB97M-V functional and the def2-TZVPD basis

The geometry in ORCA input format:
```
! wB97M-V def2-TZVPD RIJCOSX def2/J DEFGRID3
* xyz 2 3
Pd -0.76462 0.61961 -0.57404
N 2.55097 4.72285 1.81840
C 2.51491 5.41144 0.50113
C 3.44041 4.66403 -0.46471
C 2.87053 3.29779 -0.85014
N 2.73038 2.45585 0.40874
C 1.51862 3.47993 -1.54059
C 0.47975 4.20703 -0.66887
N -0.16484 3.27872 0.31505
C 1.08625 5.48212 -0.05190
H 3.43416 4.90382 2.28550
H 2.64901 3.15016 1.23636
H 1.82496 5.07406 2.43245
H 2.87377 6.43560 0.60434
H 4.44200 4.56083 -0.03593
H 3.54553 5.25266 -1.37636
H 3.55879 2.77364 -1.51045
H 3.53735 1.85324 0.54859
H 1.87496 1.91592 0.38712
H 1.10642 2.52350 -1.86718
H 1.69581 4.06790 -2.44284
H -0.31269 4.55023 -1.33157
H -1.15090 3.25320 0.10930
H -0.08925 3.64034 1.26060
H 0.41090 5.87138 0.71634
H 1.10274 6.23730 -0.84156
O -1.20647 1.02966 -2.79848
C -2.34356 1.26218 -2.33113
N -2.43091 1.92096 -1.14125
S -3.71182 1.25994 -0.30743
O -3.06598 0.12828 0.36191
O -4.40373 2.20270 0.49709
C -4.56582 0.71343 -1.75700
C -5.87397 0.32530 -1.93420
C -6.24952 -0.04906 -3.22250
C -5.33813 -0.03656 -4.27445
C -4.01721 0.35474 -4.07954
C -3.64614 0.74557 -2.80828
H -6.57825 0.30730 -1.11102
H -7.27251 -0.35114 -3.40590
H -5.66532 -0.32561 -5.26511
H -3.30413 0.37727 -4.89404
C -2.03456 -4.72625 -0.88488
C -1.54974 -3.78492 -1.99630
C -1.09740 -2.42411 -1.42686
C -0.60072 -2.59792 0.02371
C -1.82031 -2.93418 0.90945
C -2.76326 -3.93716 0.20097
P 0.31109 -1.09334 0.57127
C 0.40234 -0.93873 2.39355
C -0.87104 -0.30106 2.98263
C -0.63821 0.08424 4.44988
C 0.20394 -0.97374 5.20009
C 0.12861 -2.33050 4.50291
C 0.78876 -2.25311 3.12076
C 2.06804 -1.26528 0.02825
C 2.68627 -2.66993 0.27124
C 3.00378 -3.37642 -1.04553
C 4.00745 -2.56895 -1.88353
C 3.72473 -1.04770 -1.83287
C 2.27532 -0.79579 -1.42310
H -1.18774 -5.25874 -0.44037
H -2.68641 -5.49144 -1.30576
H -2.35878 -3.61248 -2.70803
H -0.73355 -4.25089 -2.55093
H -1.95402 -1.74669 -1.39814
H -0.34858 -1.98260 -2.08108
H 0.11963 -3.41791 0.04905
H -2.37218 -2.01912 1.11947
H -1.49270 -3.34770 1.86384
H -3.60374 -3.40214 -0.25107
H -3.18897 -4.61498 0.93940
H 1.21310 -0.21249 2.53563
H -1.70199 -1.00355 2.90708
H -1.16297 0.57712 2.40328
H -1.60752 0.20684 4.93413
H -0.13731 1.05533 4.49851
H -0.13676 -1.05830 6.23069
H 1.25196 -0.66111 5.24435
H -0.91719 -2.63726 4.40751
H 0.62974 -3.09694 5.09370
H 0.51512 -3.13142 2.53359
H 1.87374 -2.28274 3.24078
H 2.59105 -0.55495 0.67942
H 2.03907 -3.29368 0.88896
H 3.61311 -2.54673 0.83719
H 2.08041 -3.54091 -1.61215
H 3.41229 -4.36500 -0.83562
H 3.97236 -2.91734 -2.91588
H 5.01757 -2.76196 -1.52104
H 3.92737 -0.59251 -2.80268
H 4.39211 -0.56370 -1.10936
H 1.62515 -1.34856 -2.10387
H 1.99911 0.26130 -1.52869
*
```

E_HOMO (spin up / spin down) ... -14.3370 / -14.6906 eV
E_tot ... -68700.1048 eV
⟨S²⟩ ... 2.008
Lowest unoccupied orbital energy (spin up / spin down) ... -5.2 / -8.1 eV
Gap between HOMO and LUMO (spin up / spin down) ... 9.18 / 6.64 eV

Atomic partial charges in e from the Löwdin method, atoms 1 to 2: atom 1 (Pd): 0.864, atom 2 (N): 0.040